Record 1
ORCA calculation (the ωB97M-V functional and the def2-TZVPD basis) on C24H53N9O3P2S as an isolated structure at a distorted geometry.

XYZ file:
```
92
Properties=species:S:1:pos:R:3:lowdin_charge:R:1
C 8.55999 4.83798 1.47636 -0.04
C 7.05424 4.74164 1.75400 -0.41
O 6.40130 6.01112 1.67375 -0.04
C 6.33119 3.66414 0.89607 -0.09
C 6.32971 2.33634 1.63991 -0.16
C 7.51822 1.70238 1.83204 0.03
C 7.58661 0.45123 2.51344 -0.38
N 8.67970 -0.26722 2.76264 -0.22
S 8.11129 -1.55776 3.57193 0.98
N 6.54488 -1.24011 3.64250 -0.24
C 6.36154 -0.07445 2.99908 -0.36
C 5.11709 0.57725 2.80371 0.04
C 5.09179 1.76177 2.12870 -0.15
C 3.74309 2.40952 1.90381 -0.14
C 3.59555 3.81426 2.52162 -0.17
C 2.64843 3.89741 3.73099 -0.28
N 1.56062 2.92644 3.68452 -0.01
H 8.88750 5.87666 1.46079 0.08
H 9.10725 4.34547 2.28148 0.08
H 8.85568 4.35037 0.54730 0.07
H 6.95935 4.38829 2.78654 0.13
H 5.97668 6.15537 2.52113 0.08
H 6.88551 3.52607 -0.03392 0.12
H 5.32420 4.00515 0.67926 0.10
H 8.44471 2.10694 1.44355 0.12
H 4.23337 0.10019 3.20575 0.13
H 3.64310 2.51953 0.81718 0.12
H 2.97031 1.70879 2.20746 0.10
H 3.26494 4.53914 1.77624 0.11
H 4.56937 4.17301 2.86043 0.09
H 2.20901 4.90798 3.70839 0.10
H 3.16216 3.84014 4.69326 0.10
H 0.83190 3.14380 4.34555 0.06
H 1.18032 2.79923 2.75842 0.05
O -0.63876 0.95015 2.86622 -0.29
P -1.71620 0.05042 2.33016 0.73
N -2.87962 1.25442 1.89862 -0.31
C -4.30044 1.34068 2.14378 -0.14
C -2.45709 2.18183 0.86192 -0.13
N -2.01221 -0.81826 3.80319 -0.30
C -3.27150 -0.89730 4.53577 -0.13
C -0.89452 -0.81817 4.75169 -0.15
N -2.33495 -1.23286 1.36058 -0.33
C -1.65863 -1.38088 0.06704 -0.13
C -3.67864 -1.74481 1.29534 -0.12
H -4.89987 1.03987 1.27098 0.08
H -4.57535 2.37387 2.38155 0.08
H -4.63056 0.74694 2.99065 0.05
H -2.58826 1.76118 -0.14588 0.08
H -1.40519 2.44834 0.97907 0.07
H -3.02301 3.11447 0.91427 0.08
H -3.84684 0.03027 4.51074 0.06
H -3.09133 -1.10186 5.59070 0.08
H -3.88970 -1.73388 4.19719 0.07
H -0.86855 0.08793 5.36874 0.08
H 0.06032 -0.90062 4.23961 0.07
H -0.97381 -1.68451 5.41150 0.08
H -2.08735 -0.71281 -0.69239 0.07
H -1.72841 -2.40704 -0.30193 0.07
H -0.59359 -1.15007 0.15999 0.08
H -4.21095 -1.36663 0.41198 0.09
H -4.28848 -1.51298 2.16232 0.05
H -3.64007 -2.83682 1.21866 0.09
O -3.07388 -1.54151 -3.62817 -0.28
P -3.90588 -2.63342 -4.27659 0.78
N -2.46960 -3.55868 -4.67958 -0.32
C -2.01444 -4.15154 -5.91608 -0.15
C -1.74823 -4.09665 -3.54049 -0.14
N -4.59697 -1.65917 -5.51958 -0.31
C -4.34852 -1.76541 -6.95291 -0.12
C -4.79313 -0.25358 -5.15639 -0.15
N -4.95596 -3.98807 -4.60538 -0.34
C -5.34570 -4.73995 -3.41198 -0.14
C -5.00336 -4.82912 -5.77408 -0.13
H -2.21598 -5.23233 -5.97008 0.08
H -0.93062 -4.02313 -6.01374 0.08
H -2.44358 -3.69222 -6.80144 0.05
H -2.19261 -5.03596 -3.17460 0.07
H -1.73774 -3.38649 -2.71172 0.05
H -0.70412 -4.29537 -3.79278 0.08
H -3.31810 -2.03338 -7.19364 0.06
H -4.52746 -0.81048 -7.44541 0.08
H -5.04269 -2.45787 -7.43713 0.07
H -3.88146 0.34179 -5.28476 0.08
H -5.11629 -0.15292 -4.12291 0.07
H -5.58055 0.18006 -5.77559 0.08
H -4.59535 -5.49626 -3.13932 0.07
H -6.30251 -5.24631 -3.56332 0.08
H -5.46890 -4.07048 -2.55538 0.07
H -4.49625 -5.78796 -5.60482 0.09
H -4.56629 -4.38754 -6.66206 0.05
H -6.05097 -5.04386 -6.01034 0.09
```

Properties
total charge	0
electronic energy	-74708.983	eV
highest occupied orbital energy	-7.665	eV

***

Record 2
ORCA calculation (the ωB97M-V functional and the def2-TZVPD basis) on a 5-piece molecular cluster, C24H54BrN6O4 overall at a distorted geometry.

XYZ file:
```
89
Properties=species:S:1:pos:R:3:lowdin_charge:R:1
C 4.14568 3.64484 4.53472 -0.06
C 5.20524 3.27449 3.51044 -0.14
N 4.95702 2.02628 2.73938 -0.05
C 5.30071 0.79671 3.22361 0.00
C 5.07562 -0.10669 2.25881 0.02
N 4.54719 0.60861 1.19133 -0.06
C 4.45309 1.88890 1.54993 -0.03
C 3.96576 0.16615 -0.09989 0.00
H 4.01488 2.92449 5.32438 0.08
H 3.17499 3.87122 4.08813 0.08
H 4.46321 4.56760 5.00335 0.09
H 6.20179 3.24861 3.98676 0.15
H 5.26397 4.00203 2.67681 0.14
H 5.76080 0.75093 4.19625 0.15
H 4.97321 -1.17313 2.33518 0.14
H 4.17329 2.69509 0.91382 0.17
H 4.17027 0.89437 -0.90871 0.11
H 2.88233 0.01497 -0.06573 0.01
H 4.47715 -0.75394 -0.38869 0.09
C -3.60656 0.98242 6.86215 -0.07
C -3.80861 -0.36022 6.19493 -0.14
N -3.34059 -0.40364 4.77670 -0.03
C -2.04297 -0.43128 4.30785 0.00
C -2.06988 -0.46877 2.96435 0.00
N -3.43972 -0.39493 2.65013 -0.07
C -4.15602 -0.47433 3.74715 -0.03
C -3.90785 -0.61469 1.23906 0.05
H -4.07063 1.00169 7.87057 0.10
H -4.14157 1.79773 6.35983 0.08
H -2.58251 1.31774 6.98364 0.08
H -4.85404 -0.64602 6.18555 0.13
H -3.30192 -1.08961 6.79827 0.13
H -1.20787 -0.45013 4.99096 0.14
H -1.32335 -0.47878 2.19707 0.05
H -5.21572 -0.67780 3.82075 0.18
H -4.95887 -0.95205 1.20108 0.11
H -3.24799 -1.33166 0.75392 0.07
H -3.82338 0.35866 0.76083 0.08
C -3.26151 -3.96188 -1.47251 -0.07
O -2.09312 -4.41507 -2.15204 -0.18
C -1.56341 -3.48145 -3.06646 -0.23
C -0.12260 -3.78682 -3.21803 -0.10
N 0.54309 -3.78437 -1.86535 0.04
H 0.58160 -2.81239 -1.47691 -0.04
H -0.05445 -4.31464 -1.21125 0.17
C 1.94642 -4.39406 -1.79155 -0.06
C 2.97151 -3.38504 -2.21545 -0.22
O 2.56156 -2.68962 -3.36792 -0.21
C 3.47038 -1.81428 -3.94510 -0.07
H -3.81472 -4.78877 -1.05430 0.10
H -3.91469 -3.47776 -2.22032 0.10
H -3.07036 -3.21315 -0.68451 0.07
H -1.79314 -2.43310 -2.74169 0.12
H -2.02640 -3.54856 -4.05756 0.14
H 0.43107 -3.09601 -3.84297 0.12
H -0.03410 -4.80797 -3.62860 0.16
H 1.90126 -5.19344 -2.51673 0.13
H 2.24343 -4.81236 -0.83186 0.14
H 3.89146 -3.95741 -2.34105 0.14
H 3.23438 -2.67840 -1.41331 0.11
H 3.86002 -1.23835 -3.10140 0.08
H 2.87726 -1.23921 -4.63772 0.09
H 4.30580 -2.31559 -4.46560 0.11
C -0.93703 2.67827 -5.96774 -0.01
O -0.24627 2.69463 -4.65420 -0.21
C 0.24222 1.43427 -4.29034 -0.22
C -0.61044 0.63207 -3.25657 -0.15
N -0.87837 1.51632 -2.09663 0.00
H -1.03362 1.03085 -1.20164 0.01
H -0.01396 2.06679 -2.00880 0.17
C -2.06134 2.46957 -2.27407 -0.06
C -2.27276 3.31974 -1.01722 -0.19
O -2.30334 2.51419 0.13524 -0.22
C -3.04039 3.10631 1.19647 -0.09
H -1.43255 3.64933 -6.03246 0.10
H -1.61917 1.82273 -6.07838 0.10
H -0.11566 2.55063 -6.67362 0.10
H 1.23895 1.57629 -3.81117 0.14
H 0.43306 0.77662 -5.12793 0.12
H -0.10133 -0.26395 -2.90723 0.04
H -1.58493 0.30773 -3.66592 0.14
H -2.86270 1.80868 -2.56410 0.13
H -1.80142 3.05753 -3.16468 0.13
H -3.19310 3.91196 -1.17401 0.15
H -1.40549 3.99804 -0.91685 0.14
H -2.68357 4.13164 1.44136 0.11
H -2.92484 2.47097 2.06907 0.07
H -4.11207 3.25519 0.94488 0.11
Br 0.14316 -0.90253 -0.31796 0.02
```

Properties
total charge	+3
relative energy (zero: lowest compared OMol25 entry of this formula, charge and spin)	0.0	kcal/mol
electronic energy	-112912.802	eV
highest occupied orbital energy	-16.117	eV

***

Among the records above, which one has the highest total charge? C24H54BrN6O4